No. 1
{"formula": "C3H8N2S", "method": "ωB97M-V/def2-TZVPD", "orbital_gap_ev": 8.56, "e_lumo_ev": 0.36, "de_lowest_kcal_mol": 121.7, "species": ["C", "C", "C", "H", "H", "H", "H", "H", "H", "H", "H", "N", "N", "S"], "coordinates": [[-1.495412, -0.201001, -0.317460], [-0.152359, 0.541614, -0.790794], [1.894445, 0.478792, 0.549526], [-1.235064, -1.057580, 1.821182], [0.175981, -1.600059, 0.234904], [-2.471891, 0.280368, 0.065370], [-1.624113, -0.838978, -1.466041], [-0.493260, 1.368057, -1.443798], [0.206560, -0.183288, -1.498487], [0.345355, 1.581244, 0.973133], [2.508464, 0.955437, 1.392219], [-1.058908, -1.396894, 0.512729], [0.783173, 0.871516, 0.299888], [2.617025, -0.799224, -0.332370]], "forces_ev_per_angstrom": [[1.558, -3.368, -2.625], [-2.517, -0.114, 0.040], [9.070, -4.049, 1.031], [1.358, -1.266, -5.130], [-4.583, 0.954, 1.622], [1.940, -0.500, -0.737], [-0.824, 2.197, 3.209], [0.767, 0.393, 0.771], [1.109, -0.055, 0.351], [0.918, -1.247, -1.385], [-1.262, -0.583, -1.105], [2.173, 1.362, 3.384], [-9.609, 5.511, -0.208], [-0.100, 0.766, 0.781]], "lowdin_charge": [-0.31, -0.23, -0.74, 0.18, 0.12, 0.11, 0.16, 0.12, 0.05, 0.19, 0.10, -0.16, -0.10, 0.50]}

No. 2
{"formula": "BeH10O13S2", "method": "ωB97M-V/def2-TZVPD", "s2": 0.76, "spin_multiplicity": 2, "total_charge": -1, "orbital_gap_ev": [5.50, 3.88], "e_lumo_ev": [1.02, 0.65], "species": ["Be", "S", "O", "O", "O", "O", "S", "O", "O", "O", "O", "O", "H", "H", "O", "H", "H", "O", "H", "H", "O", "H", "H", "O", "H", "H"], "coordinates": [[-19.865620, 14.172050, 2.647670], [-17.958600, 14.229590, 5.080500], [-16.699490, 13.443710, 5.000330], [-18.030770, 14.879450, 6.367660], [-17.961870, 15.256740, 4.050790], [-19.139930, 13.379500, 4.940300], [-16.938790, 13.484800, 1.264280], [-17.581630, 12.458790, 2.117970], [-15.714140, 13.896810, 1.927180], [-16.601830, 12.965330, -0.056850], [-17.876780, 14.603770, 1.264840], [-22.387490, 13.904400, 3.556320], [-22.468110, 13.148820, 4.138410], [-23.107820, 14.481190, 3.810610], [-20.286740, 11.540280, 2.949800], [-19.590860, 10.939750, 2.682680], [-20.905350, 10.991530, 3.431900], [-20.746160, 16.283890, 4.224150], [-21.630150, 16.562980, 4.462700], [-20.292860, 16.181340, 5.060950], [-20.724440, 16.112410, 0.917080], [-20.494380, 17.006010, 0.662530], [-20.818620, 15.643420, 0.087980], [-20.650740, 13.312750, 0.384920], [-21.539360, 12.956980, 0.380690], [-20.489710, 13.567040, -0.523720]], "forces_ev_per_angstrom": [[3.574, -0.132, 0.586], [1.119, 0.499, 0.406], [-0.244, -0.171, 0.076], [0.316, 0.427, 1.691], [-0.862, 0.494, -1.902], [-2.373, -1.015, -1.956], [2.521, -1.632, 0.490], [-1.043, -1.121, 0.723], [0.721, 0.428, 0.419], [-1.008, 0.100, -0.576], [-3.835, 2.160, -0.273], [0.306, -0.230, -0.589], [0.297, -0.260, 0.225], [-0.002, 0.336, -0.043], [-0.751, 0.435, -0.326], [0.829, 0.307, -0.211], [-0.119, 0.012, 0.259], [-0.122, -0.074, -0.656], [-0.231, 0.031, -0.036], [0.717, -0.282, 0.298], [-0.477, -0.282, 0.381], [0.364, 0.253, 0.259], [0.161, -0.241, -0.044], [-0.225, 0.161, 0.821], [-0.282, -0.268, 0.175], [0.649, 0.065, -0.198]], "lowdin_charge": [1.04, 0.18, -0.21, -0.31, -0.32, -0.38, 0.17, -0.35, -0.31, -0.38, -0.39, -0.04, 0.05, 0.05, -0.05, 0.05, 0.04, -0.05, 0.03, 0.04, -0.05, 0.06, 0.02, -0.02, 0.05, 0.06]}

No. 3
{"formula": "C2H9NS", "method": "ωB97M-V/def2-TZVPD", "s2": 0.75, "spin_multiplicity": 2, "total_charge": -1, "orbital_gap_ev": [2.84, 8.01], "e_lumo_ev": [3.82, 3.89], "de_lowest_kcal_mol": 33.1, "species": ["N", "H", "H", "H", "H", "C", "C", "S", "H", "H", "H", "H", "H"], "coordinates": [[-1.581969, 1.277227, 3.775755], [-1.604588, 0.356451, 3.346148], [3.690107, -1.546540, -6.198736], [-1.839175, 1.872551, 3.013569], [-2.219979, 1.307445, 4.562695], [0.302576, -0.914983, -0.377603], [-0.224191, 0.480204, -0.355737], [1.696662, 0.250326, -0.391534], [2.931964, -1.563596, -6.037055], [0.397871, -1.520050, 0.522413], [-0.000157, -1.601819, -1.169187], [-0.750365, 0.818446, 0.547001], [-0.798755, 0.784338, -1.237729]], "forces_ev_per_angstrom": [[0.574, -0.722, 0.136], [0.034, -0.095, 0.347], [-1.100, -0.028, 0.227], [-0.414, 0.708, -0.084], [-0.198, 0.117, -0.395], [0.384, -0.220, 0.548], [-1.368, -0.581, 0.470], [0.030, -0.214, -0.744], [1.099, 0.029, -0.227], [-0.540, 0.354, 0.269], [0.542, 0.466, -0.530], [0.457, 0.107, 0.167], [0.498, 0.080, -0.185]], "lowdin_charge": [-0.04, -0.02, 0.00, -0.04, -0.02, -0.63, -0.52, 0.19, 0.00, 0.02, 0.04, -0.01, 0.01]}

No. 4
{"formula": "C5H14", "method": "ωB97M-V/def2-TZVPD", "orbital_gap_ev": 12.47, "e_lumo_ev": 1.08, "de_lowest_kcal_mol": 4.2, "smiles": "CCC.CC", "species": ["C", "C", "C", "H", "H", "H", "H", "H", "H", "H", "H", "C", "C", "H", "H", "H", "H", "H", "H"], "coordinates": [[-2.144888, 0.530854, -0.888065], [-0.653512, 0.431616, -1.189850], [-0.286882, -0.365717, -2.425288], [-2.281635, 1.263624, -0.087868], [-2.568649, -0.407495, -0.531795], [-2.749065, 0.865597, -1.733186], [-0.246268, 1.446412, -1.268299], [-0.135975, -0.013496, -0.342328], [-0.860647, -1.303662, -2.432901], [-0.411418, 0.097610, -3.400302], [0.750670, -0.712739, -2.363200], [1.255931, 0.518743, 2.098630], [1.562026, -0.986702, 2.068265], [1.609240, 0.978954, 3.025633], [1.838994, 0.996199, 1.316285], [0.196252, 0.751915, 2.028174], [1.405831, -1.430598, 1.085602], [1.075498, -1.515428, 2.882179], [2.644497, -1.145686, 2.158315]], "forces_ev_per_angstrom": [[0.010, 0.263, 0.320], [0.043, 0.519, -0.252], [0.227, -1.262, 0.095], [-0.149, -0.059, -0.014], [0.072, -0.147, -0.082], [0.169, -0.006, -0.116], [-0.012, -0.068, -0.034], [-0.085, -0.059, 0.161], [-0.066, 0.182, -0.107], [-0.218, 0.361, 0.102], [0.011, 0.269, -0.082], [0.556, -0.326, 0.312], [0.869, 0.469, -0.119], [-0.046, -0.194, 0.073], [-0.308, 0.253, -0.286], [-0.029, -0.027, -0.299], [-0.781, -0.079, 0.078], [-0.166, -0.261, -0.203], [-0.095, 0.172, 0.453]], "lowdin_charge": [-0.12, -0.33, -0.13, 0.06, 0.07, 0.07, 0.10, 0.07, 0.07, 0.07, 0.07, -0.18, -0.17, 0.06, 0.06, 0.05, 0.05, 0.06, 0.06]}

No. 5
{"formula": "C5H12O", "method": "ωB97M-V/def2-TZVPD", "orbital_gap_ev": 10.80, "e_lumo_ev": 0.99, "de_lowest_kcal_mol": 51.0, "smiles": "CC(C)CCO", "species": ["C", "C", "C", "C", "C", "O", "H", "H", "H", "H", "H", "H", "H", "H", "H", "H", "H", "H"], "coordinates": [[0.587099, -1.274820, 1.126673], [0.739428, -0.138427, 0.103521], [1.636431, 1.133574, 0.848860], [-0.583465, 0.455458, -0.332908], [-1.414209, -0.369272, -1.303699], [-2.610485, 0.358803, -1.526472], [-0.399672, -1.456623, 1.576228], [1.133490, -0.485423, 1.653571], [1.174541, -2.196621, 1.019273], [1.385981, -0.457695, -0.713698], [1.120864, 1.677012, 1.677427], [1.830310, 1.864164, 0.063951], [2.631888, 0.865385, 1.280950], [-1.202938, 0.640338, 0.557598], [-0.366375, 1.422692, -0.787741], [-1.626974, -1.367390, -0.886231], [-0.859272, -0.515476, -2.244341], [-3.176641, -0.155678, -2.112961]], "forces_ev_per_angstrom": [[0.787, 1.045, 0.850], [0.823, 1.672, -0.099], [-0.593, -0.557, -1.028], [0.056, 0.237, -0.132], [0.484, -0.179, 0.121], [-0.243, -0.140, -0.181], [0.290, 0.203, -0.489], [-0.121, -2.449, 2.830], [-0.224, 0.493, -0.242], [-0.198, 0.162, -0.307], [-0.198, -0.696, -0.684], [0.033, 0.140, -0.016], [-0.772, -0.422, -0.558], [0.169, 0.038, -0.149], [-0.293, 0.103, -0.110], [0.034, 0.200, -0.022], [-0.088, 0.040, 0.129], [0.053, 0.110, 0.085]], "lowdin_charge": [-0.08, -0.37, -0.07, -0.20, -0.28, -0.07, 0.08, 0.03, 0.08, 0.12, 0.08, 0.05, 0.07, 0.13, 0.11, 0.12, 0.12, 0.08]}

No. 6
{"formula": "C4H7N3S2", "method": "ωB97M-V/def2-TZVPD", "s2": 2.01, "spin_multiplicity": 3, "orbital_gap_ev": [8.27, 5.65], "e_lumo_ev": [0.47, -2.31], "de_lowest_kcal_mol": 22.2, "species": ["C", "C", "C", "C", "N", "N", "N", "S", "S", "H", "H", "H", "H", "H", "H", "H"], "coordinates": [[-0.203844, 0.919270, -0.614849], [-0.786066, -1.365483, -0.229507], [-0.514635, 2.094510, 0.158955], [-0.405939, -1.787357, 1.168745], [1.067673, 0.790590, -1.226001], [-0.917623, -0.045314, -0.251783], [1.326917, -0.516565, -1.158201], [-1.548232, -2.261255, -1.360094], [2.727234, -0.948286, -0.982234], [-1.603926, 2.385775, 0.335099], [-0.184131, 1.849385, 1.158006], [-0.021180, 3.028823, -0.193360], [0.698382, -1.900918, 1.284124], [-0.724013, -1.007896, 1.936164], [-0.653185, -2.874465, 1.372231], [1.742575, 1.639193, -1.397300]], "forces_ev_per_angstrom": [[0.239, -0.071, 0.533], [-1.716, -0.876, 0.573], [-1.171, 4.133, 0.383], [1.352, -1.479, 1.007], [-2.552, 2.889, 0.256], [0.217, 0.939, -0.734], [-1.262, 0.970, -1.400], [0.388, -0.799, -0.211], [5.291, -2.664, 0.520], [1.282, -0.870, -0.813], [0.464, 0.287, 0.339], [-0.119, -0.535, 0.310], [-0.371, 0.676, -0.358], [0.104, -1.387, -0.971], [-0.607, 1.488, -0.057], [-1.538, -2.703, 0.623]], "lowdin_charge": [-0.40, -0.97, -0.04, -0.11, -0.06, 0.04, -0.62, 0.65, 0.77, 0.12, 0.08, 0.08, 0.06, 0.10, 0.09, 0.20]}